{
  "formula": "C33H57HoN3O4Si",
  "method": "ωB97M-V/def2-TZVPD",
  "elements": ["O", "O", "C", "C", "H", "H", "H", "H", "H", "C", "C", "H", "H", "H", "H", "H", "C", "C", "C", "H", "H", "H", "H", "H", "C", "H", "H", "H", "H", "H", "H", "N", "C", "C", "C", "C", "H", "H", "H", "C", "H", "H", "H", "N", "C", "C", "C", "C", "H", "C", "H", "C", "H", "C", "C", "C", "C", "C", "C", "H", "C", "H", "C", "H", "C", "C", "Ho", "H", "H", "H", "H", "H", "H", "H", "H", "H", "H", "H", "H", "H", "C", "Si", "H", "H", "C", "C", "C", "H", "H", "H", "H", "H", "H", "H", "H", "H", "O", "N", "O"],
  "xyz": [[0.823966, -2.240498, -0.244652], [-1.044371, -1.403528, -3.729972], [2.016130, -2.381525, -1.085789], [3.083337, -3.232149, -0.408687], [2.346725, -1.348427, -1.280210], [1.708148, -2.772955, -2.067702], [3.195595, -2.930413, 0.653361], [4.038983, -3.090751, -0.961846], [2.777394, -4.296532, -0.427164], [-0.171318, -3.353874, -0.268107], [-0.118943, -4.255028, -1.485070], [-1.156794, -2.866757, -0.230866], [-0.050027, -3.905943, 0.681899], [-0.414002, -3.736975, -2.413091], [-0.824489, -5.088471, -1.339631], [0.870870, -4.698794, -1.612414], [-2.548767, -1.569378, -3.416798], [-0.589556, -1.129137, -5.189891], [-2.927687, -2.986416, -3.731208], [-3.057346, -0.784477, -3.986434], [-2.579321, -1.349713, -2.345414], [-2.743557, -3.216579, -4.782183], [-3.992574, -3.159632, -3.523131], [-2.372131, -3.697445, -3.106219], [-1.323193, -2.052643, -6.121865], [0.484040, -1.323228, -5.146926], [-0.771540, -0.051343, -5.336627], [-1.121517, -3.108303, -5.903076], [-0.969824, -1.862410, -7.152417], [-2.397691, -1.870665, -6.067365], [-0.712057, -0.581872, -3.181688], [1.680506, 0.917347, 1.985302], [1.546972, 2.173476, 2.419567], [0.399561, 2.967794, 2.205195], [-0.928698, 2.557976, 1.966815], [2.703829, 2.798716, 3.158977], [3.638793, 2.702115, 2.594986], [2.870960, 2.315658, 4.126935], [2.518176, 3.857549, 3.349683], [-2.016961, 3.609987, 2.044679], [-2.510055, 3.606635, 3.026870], [-2.814174, 3.457649, 1.309645], [-1.607665, 4.610599, 1.882645], [-1.258913, 1.275122, 1.736295], [2.858257, 0.150452, 2.302593], [3.912712, 0.014926, 1.372575], [3.878870, 0.756330, 0.067550], [4.993342, -0.821603, 1.684296], [5.801226, -0.937518, 0.952374], [5.053366, -1.481184, 2.914717], [5.907509, -2.117534, 3.157331], [4.034160, -1.299588, 3.856086], [4.074010, -1.792617, 4.832451], [2.946844, -0.475672, 3.565238], [1.856858, -0.280982, 4.575989], [-2.583411, 0.856052, 2.118018], [-3.581799, 0.628069, 1.141484], [-3.264099, 0.914885, -0.290992], [-4.815004, 0.111732, 1.532808], [-5.574635, -0.075627, 0.762932], [-5.081094, -0.128181, 2.883082], [-6.069792, -0.486177, 3.192027], [-4.114065, 0.154280, 3.854123], [-4.306161, -0.018833, 4.920350], [-2.856991, 0.639851, 3.487934], [-1.783804, 0.905942, 4.492439], [0.204402, -0.372512, 0.800519], [3.238356, 0.268675, -0.692656], [4.899479, 0.805269, -0.349169], [3.511402, 1.787876, 0.192618], [1.503794, 0.756546, 4.616614], [2.215432, -0.523742, 5.585348], [0.993538, -0.929446, 4.373594], [-4.184697, 1.028209, -0.881596], [-2.689053, 0.089265, -0.737567], [-2.660221, 1.828713, -0.397446], [-0.976235, 0.168069, 4.449462], [-2.206826, 0.867513, 5.500368], [-1.350574, 1.899899, 4.349717], [0.516625, 4.034211, 2.364218], [-0.176008, 0.702372, -2.066388], [0.300799, 2.430835, -2.519258], [0.527711, -0.110882, -2.313100], [-1.298677, 0.602207, -1.867846], [1.561293, 2.640844, -3.886729], [0.878461, 3.535656, -1.128442], [-1.388600, 3.098226, -3.059012], [-2.009778, 2.309863, -3.503225], [-1.254424, 3.881101, -3.812089], [-1.921183, 3.528270, -2.199849], [2.582705, 2.413651, -3.561005], [1.557168, 3.688526, -4.208047], [1.339506, 2.035488, -4.770968], [1.735114, 3.134325, -0.571646], [0.072369, 3.724185, -0.409264], [1.170645, 4.496568, -1.569315], [-1.410351, -2.149251, 3.379158], [-0.796618, -1.635746, 2.451703], [0.547316, -1.756587, 2.469440]],
  "atomic_forces_ev_per_a": [[-0.1, -1.6, -1.5], [-0.6, -0.2, -0.8], [-0.2, 0.2, 0.0], [-0.1, 0.0, 0.0], [0.0, -0.4, 0.3], [0.1, 0.1, 0.4], [0.1, -0.1, -0.7], [-0.6, -0.3, 0.5], [0.4, 0.5, 0.0], [0.2, 0.3, 0.5], [0.0, -0.1, -0.2], [0.2, 0.0, 0.1], [0.1, 0.2, -0.5], [0.3, -0.1, 0.4], [0.2, 0.3, 0.1], [-0.2, 0.0, -0.1], [1.3, 0.2, -0.3], [-0.5, 0.0, 1.1], [-0.3, -0.5, 0.0], [0.0, -0.3, 0.1], [-0.1, 0.1, -0.3], [-0.3, -0.2, 0.6], [0.2, 0.2, 0.0], [-0.1, 0.3, -0.2], [0.3, 0.1, -0.6], [-0.2, 0.1, 0.1], [0.0, -0.5, -0.1], [0.1, 0.3, 0.0], [-0.2, 0.0, 0.5], [0.2, 0.0, -0.4], [0.2, 0.7, 0.2], [-0.1, 0.1, -0.3], [0.1, -0.2, -0.3], [-0.3, 0.0, 0.0], [0.3, -0.7, -0.2], [0.1, 0.4, -0.1], [-0.1, 0.0, 0.0], [-0.1, 0.0, -0.2], [0.0, -0.1, -0.1], [-0.1, 0.2, 0.2], [0.2, -0.1, -0.1], [0.2, -0.2, 0.1], [0.1, -0.2, 0.1], [0.1, -0.1, 0.1], [0.5, 0.0, 0.4], [-0.5, -0.3, 0.3], [0.3, 0.3, -0.4], [-0.1, 0.0, 0.2], [-0.3, 0.1, 0.3], [-0.1, 0.1, 0.0], [-0.3, 0.2, -0.1], [0.1, 0.1, -0.3], [0.1, 0.2, -0.4], [-0.1, -0.1, -0.2], [-0.2, 0.1, 0.7], [-0.7, 0.1, -0.2], [0.7, -0.1, 0.8], [-0.3, 0.2, -0.4], [-0.1, 0.0, 0.2], [0.2, 0.1, 0.4], [-0.1, 0.2, 0.1], [0.5, 0.1, -0.2], [0.1, -0.1, -0.2], [-0.1, 0.1, -0.5], [-0.1, -0.1, -0.9], [-0.1, 0.1, 0.5], [-0.2, 2.9, 0.1], [0.2, 0.3, 0.3], [-0.5, 0.0, 0.1], [0.1, -0.4, -0.1], [0.0, -0.3, -0.1], [0.0, 0.0, -0.3], [0.4, 0.3, 0.1], [0.2, 0.0, 0.1], [-0.1, 0.2, 0.1], [-0.2, -0.3, 0.0], [-0.1, 0.2, -0.1], [0.1, 0.0, -0.1], [0.1, -0.2, 0.1], [0.1, -0.2, 0.1], [-0.3, -0.6, 0.7], [-1.0, -0.2, 0.1], [-0.4, -0.2, 0.5], [1.8, -0.4, -0.3], [0.1, -0.2, -0.2], [0.1, 0.1, 0.1], [0.2, 0.3, -0.2], [0.1, 0.2, 0.1], [-0.2, 0.1, 0.1], [0.0, -0.1, -0.2], [-0.1, 0.0, 0.0], [0.0, -0.1, 0.1], [0.0, 0.0, 0.0], [-0.1, 0.1, -0.1], [0.2, 0.0, -0.1], [0.0, 0.0, 0.2], [1.2, 1.1, -2.3], [0.6, -2.0, 2.7], [-2.4, -0.2, -0.1]],
  "spin_multiplicity": 5,
  "charge": 1,
  "relative_energy_kj_mol": 126.9,
  "homo_lumo_gap_ev": [7.82, 7.83],
  "homo_energy_ev": [-10.02, -10.03]
}

***

{
  "formula": "C5H14N4",
  "method": "ωB97M-V/def2-TZVPD",
  "elements": ["H", "N", "C", "N", "N", "C", "C", "C", "N", "C", "H", "H", "H", "H", "H", "H", "H", "H", "H", "H", "H", "H", "H"],
  "xyz": [[-2.098553, -0.050784, 2.250441], [-1.124890, 0.009286, 1.945317], [-1.054392, 0.039058, 0.655746], [-2.274520, -0.064453, -0.132015], [-2.537903, 0.784243, -1.218976], [0.314385, 0.113551, -0.079648], [0.509147, 1.435877, -0.825108], [0.467823, -1.080906, -1.028479], [1.371945, 0.171571, 1.058104], [2.257266, -0.969487, 1.207248], [-3.101113, -0.337915, 0.398279], [-1.985281, 0.532324, -2.041134], [-2.315614, 1.757093, -0.993361], [-0.040224, 1.459718, -1.770923], [1.565112, 1.589448, -1.078159], [0.171748, 2.288941, -0.226752], [-0.248575, -1.026378, -1.854985], [0.275525, -2.031191, -0.519297], [1.468964, -1.112336, -1.470157], [0.829998, 0.289283, 1.929357], [2.934988, -0.792565, 2.050151], [2.899847, -1.106210, 0.328977], [1.714314, -1.898168, 1.415378]],
  "atomic_forces_ev_per_a": [[0.2, 0.1, 0.0], [0.2, -0.3, -1.4], [-1.9, 0.1, 0.3], [1.7, -0.3, 0.6], [0.1, 0.3, -0.2], [0.9, 0.3, 1.8], [-0.3, 0.3, -0.5], [-0.1, -0.2, 0.1], [-1.1, 0.1, -0.7], [0.0, -0.1, 0.0], [0.4, 0.4, -0.3], [-0.3, -0.2, 0.4], [-0.1, -0.4, 0.0], [0.0, 0.0, 0.1], [-0.2, -0.2, 0.3], [0.2, -0.1, 0.0], [0.0, 0.1, 0.2], [0.1, 0.2, 0.0], [-0.1, 0.1, 0.1], [0.4, -0.1, -0.7], [-0.2, 0.1, -0.1], [-0.2, 0.0, 0.1], [0.1, -0.2, -0.1]],
  "smiles": "[H]/N=C(\\NN)C(C)(C)NC",
  "relative_energy_kj_mol": 140.3,
  "homo_lumo_gap_ev": 9.31,
  "homo_energy_ev": -8.47
}

***

{
  "formula": "C22H22F3O5S",
  "method": "ωB97M-V/def2-TZVPD",
  "elements": ["C", "C", "O", "C", "C", "C", "C", "O", "C", "C", "O", "H", "H", "H", "H", "H", "H", "H", "H", "H", "H", "H", "H", "F", "C", "F", "F", "C", "C", "C", "C", "C", "S", "C", "C", "C", "C", "C", "C", "O", "O", "C", "C", "H", "H", "H", "H", "H", "H", "H", "H", "H", "H"],
  "xyz": [[-6.219020, 0.217398, -0.023764], [-6.634337, 0.563217, -1.436602], [-5.415942, 0.779011, -2.175080], [-4.322228, 0.524622, -1.300976], [-3.506132, -0.698146, -1.838214], [-2.346407, -0.947378, -0.908120], [-1.480661, 0.304614, -0.924098], [-0.405259, 0.386443, -1.483340], [-2.216101, 1.511456, -0.364806], [-3.387879, 1.786817, -1.271058], [-4.790601, 0.262548, -0.003639], [-6.584490, 0.947410, 0.706416], [-6.525174, -0.797517, 0.254533], [-7.186015, -0.261312, -1.911186], [-7.222651, 1.490007, -1.480528], [-4.188799, -1.551278, -1.918846], [-3.170232, -0.439282, -2.852437], [-2.737669, -1.102058, 0.106024], [-1.756317, -1.810474, -1.224703], [-2.593006, 1.271475, 0.638363], [-1.522964, 2.353807, -0.322909], [-3.066543, 1.975094, -2.305044], [-3.992167, 2.640975, -0.943969], [1.605345, -4.863016, -3.388003], [2.576193, -4.857120, -2.430966], [2.371119, -5.954258, -1.635612], [3.772367, -5.051503, -3.076387], [2.570601, -3.595580, -1.617792], [3.012551, -3.666892, -0.301707], [2.943989, -2.545782, 0.503289], [2.461793, -1.294157, -0.005001], [2.395969, -0.215348, 0.907231], [2.726204, 1.441069, 0.579644], [3.369696, 2.098919, 2.140831], [2.485118, 2.380477, 3.184343], [2.931644, 3.061065, 4.324176], [4.268652, 3.460607, 4.427610], [5.173989, 3.102284, 3.423219], [4.729472, 2.411225, 2.288573], [3.858930, 1.603290, -0.304335], [1.505325, 2.170122, 0.307547], [2.017175, -1.269530, -1.362115], [2.122029, -2.392772, -2.168436], [3.385648, -4.612142, 0.084907], [3.245169, -2.597779, 1.556430], [2.429263, -0.435153, 1.972430], [1.438785, 2.099538, 3.088320], [2.228165, 3.293909, 5.123707], [4.606209, 4.031369, 5.293281], [6.228044, 3.367345, 3.517836], [5.443267, 2.154848, 1.509791], [1.516232, -0.384293, -1.743630], [1.851644, -2.348188, -3.215210]],
  "atomic_forces_ev_per_a": [[0.5, -0.2, 0.6], [0.1, 0.2, -1.0], [-0.5, -0.2, 1.1], [1.7, 0.4, -1.3], [-1.1, 0.9, 0.0], [0.8, -0.4, 0.2], [0.5, 0.2, -0.5], [-1.3, -0.1, 0.4], [0.8, 0.1, 0.4], [-1.3, -0.8, -0.4], [-0.8, 0.1, -0.2], [-0.1, -0.2, 0.0], [-0.1, 0.2, 0.1], [0.0, 0.3, 0.1], [0.0, -0.3, 0.0], [0.1, 0.0, 0.1], [0.0, -0.1, 0.2], [0.2, -0.1, -0.2], [0.0, 0.1, 0.1], [0.2, 0.1, -0.1], [0.0, -0.1, 0.1], [0.0, 0.0, 0.2], [0.1, -0.1, 0.0], [0.6, -0.3, 0.3], [0.1, 0.8, 0.5], [0.2, 0.2, -0.8], [-0.6, -0.4, 0.0], [0.0, -0.8, -0.8], [-0.3, 0.4, 0.5], [-0.1, 0.0, -0.3], [0.0, -0.4, 0.2], [0.2, 0.8, 0.6], [-0.2, -1.7, 0.7], [0.0, 0.0, 0.6], [0.2, 0.3, 0.1], [0.2, -0.1, -0.2], [-0.1, -0.3, -0.2], [-0.4, -0.1, -0.1], [-0.2, 0.2, 0.1], [0.0, 0.3, -0.9], [0.1, 0.8, -0.1], [0.4, 0.0, 0.0], [0.1, 0.1, 0.7], [-0.1, 0.2, 0.0], [0.0, 0.0, -0.5], [0.2, 0.1, -0.2], [0.2, 0.1, -0.1], [0.2, 0.0, -0.2], [-0.1, -0.2, -0.2], [-0.3, -0.1, -0.1], [-0.3, 0.0, 0.0], [0.5, -0.2, 0.1], [-0.2, 0.0, 0.0]],
  "charge": -1,
  "homo_lumo_gap_ev": 5.20,
  "homo_energy_ev": -2.91
}

***

{
  "formula": "C4H4O",
  "method": "ωB97M-V/def2-TZVPD",
  "elements": ["C", "C", "C", "O", "C", "H", "H", "H", "H"],
  "xyz": [[-0.784653, -0.498043, 0.470670], [0.611415, -0.169402, 0.775005], [1.106927, 0.454864, -0.295340], [0.144995, 0.639883, -1.244240], [-1.001809, -0.004651, -0.746623], [-1.282706, -1.117625, 1.210743], [1.122599, -0.483597, 1.658972], [1.955494, 1.211337, -0.461445], [-1.872261, -0.032766, -1.367741]],
  "atomic_forces_ev_per_a": [[2.2, -0.4, 1.4], [-0.8, -0.8, 0.0], [1.1, 3.0, -0.7], [-1.6, -1.1, 0.6], [0.5, 0.6, -0.8], [-0.7, 0.3, -0.7], [0.2, 0.2, 0.3], [-1.0, -2.0, 0.4], [0.0, 0.2, -0.4]],
  "smiles": "c1ccoc1",
  "relative_energy_kj_mol": 42.2,
  "homo_lumo_gap_ev": 10.23,
  "homo_energy_ev": -9.07
}

***

Per-record total energy, eV: -81473.819 -11370.959 -52396.291 -6258.942
Per-record maximum force, eV/Å: 3.41 2.04 2.14 3.32